Entry 1:
The following is a DFT calculation (ωB97M-V/def2-TZVPD) of a structure of composition C12H25BrCaCl2CsFLiN2O9S2 at a distorted geometry.

```
57
Properties=species:S:1:pos:R:3:forces:R:3:mulliken_charge:R:1
C 0.46290 2.81524 -1.71201 0.2966 -0.2513 0.1282 -0.640
C 0.79604 4.25819 -1.39405 -0.2909 0.1387 -0.1315 0.298
F -0.42947 4.96105 -1.39732 0.2475 0.0660 -0.1012 -0.382
C 1.40792 4.55870 -0.02968 -0.4055 -0.2762 0.0634 -0.522
S 3.06921 3.88372 0.17983 1.3218 1.0349 -0.9462 1.189
O 3.93347 5.03352 0.29900 -0.4556 -0.6096 0.0951 -0.684
O 3.30128 3.01502 -0.95999 -0.3168 -0.0393 0.6900 -0.642
N 3.19328 3.07179 1.56623 -0.5917 0.0012 -0.1510 -0.507
S 2.12460 2.17872 2.18773 1.2311 -0.9940 0.4953 1.028
O 2.61475 0.88916 2.63654 -0.4114 0.6719 -0.1750 -0.680
O 1.45340 2.90790 3.31474 -1.2070 0.2796 0.6014 -0.650
H 0.55364 2.62802 -2.78393 -0.2671 0.0525 0.0688 0.321
H -0.53792 2.58901 -1.34408 -0.0272 0.0165 -0.0776 0.231
H 1.18092 2.15521 -1.23113 0.0199 -0.0757 0.0185 0.026
H 1.41061 4.69089 -2.18478 0.0050 0.0333 0.1114 0.312
H 0.72250 4.22018 0.75047 0.0420 -0.0682 0.0292 -0.010
H 1.50887 5.63953 0.05367 0.1260 -0.0633 0.1509 0.459
H 1.13942 1.91902 1.31139 -0.1527 0.2873 -0.0604 0.015
C 1.97701 -3.45087 -0.80282 -0.3338 -0.1206 -0.3788 -1.735
C 1.11761 -2.43985 -0.01569 2.3814 -0.9384 -0.4859 1.742
C 0.14525 -3.16522 0.94467 -0.9192 0.2770 -0.0199 -1.188
C -1.02202 -3.85574 0.27039 0.1180 -0.0363 -0.1645 0.683
C -1.77872 -2.91542 -0.63527 0.0644 0.0863 0.6771 -1.295
C -0.91354 -2.20769 -1.69020 -0.0507 -0.5942 -2.3460 1.399
N 0.25608 -1.59454 -0.93436 -2.6244 -0.6402 3.1059 0.628
O -0.01846 -0.53436 -0.47025 0.8349 0.9927 -0.9181 -0.155
C -0.45725 -3.20270 -2.76700 0.4406 -0.2227 0.2354 -1.630
C -1.69580 -1.13165 -2.43212 0.0445 0.5502 0.4914 -1.872
C 2.08261 -1.55828 0.76551 -0.5071 0.5609 -0.0155 -1.911
H 2.28780 -3.05434 -1.76956 0.0431 0.0082 0.0191 0.337
H 2.88079 -3.66406 -0.24019 -0.0204 0.0743 0.0874 0.506
H 1.47483 -4.40260 -0.96332 -0.0457 0.0360 -0.0397 0.352
H -0.23689 -2.42545 1.65746 0.0821 0.0645 -0.0280 0.282
H 0.73178 -3.88372 1.51583 0.1599 0.0467 -0.0776 0.468
H -0.69310 -4.73852 -0.28060 -0.0442 -0.0265 0.0072 0.309
H -1.73780 -4.22061 1.03485 0.5560 -0.1195 -0.1128 -0.747
H -2.56229 -3.47018 -1.16330 0.1209 0.1016 -0.2806 0.467
H -2.27090 -2.14684 -0.01088 0.1463 0.1391 -0.1261 0.340
H 0.27965 -2.75065 -3.43056 -0.0274 0.0145 -0.0259 0.410
H -1.31731 -3.48752 -3.36843 -0.0602 0.0864 0.0205 0.472
H -0.03916 -4.11966 -2.36315 0.0252 0.0403 0.0326 0.309
H -2.16658 -0.41533 -1.75736 0.0788 0.0225 0.0081 0.269
H -2.47709 -1.61658 -3.01246 0.0380 -0.0776 -0.0102 0.462
H -1.05781 -0.57642 -3.11931 0.0003 -0.0064 -0.0228 0.492
H 2.72825 -0.98551 0.09681 0.0353 -0.0279 0.0260 0.517
H 2.70676 -2.20353 1.37688 -0.0006 -0.0555 -0.0131 0.531
H 1.58123 -0.86228 1.43458 0.0335 -0.0136 -0.0422 0.251
O -1.03650 2.03175 1.32064 -0.0627 -0.2033 0.0929 -0.483
Cl -2.03398 2.77688 2.04171 0.2882 0.4572 -0.5634 1.255
O -1.87245 2.49184 3.47719 0.4615 -0.3326 0.3845 -0.679
O -3.33066 2.30822 1.64912 1.4078 0.4073 0.6103 -0.490
O -1.88583 4.16852 1.82784 0.1481 -0.0280 0.1333 -0.549
Cs -5.23907 1.31578 0.55212 -1.7732 -0.1482 -0.4681 0.968
Li -4.60765 -3.42717 0.79133 0.6666 -1.0809 0.8299 0.853
Br -4.78097 4.04942 4.01926 0.1190 -0.2157 -0.0081 -0.861
Ca -0.23679 3.31822 4.70768 0.1187 -0.0346 -0.9862 1.745
Cl -2.68648 -5.36819 2.48033 -1.1073 0.7529 -0.4374 -0.612
```
Forces are in eV/Å.

For the HOMO energy, the calculation gives -9.1 eV. The value obtained for the molar mass is 755.20 g mol⁻¹. For the orbital gap, the calculation gives 2.7011 eV. The value obtained for the total energy is -172907.373 eV. As for the total charge: +1.

Entry 2:
The following is a DFT calculation (ωB97M-V/def2-TZVPD) of a cluster of 3 separate species, C12H25BrN4O5P in total at a distorted geometry.

```
48
Properties=species:S:1:pos:R:3:forces:R:3:mulliken_charge:R:1
O 4.36423 -0.61894 1.74544 -2.7881 1.2096 1.1246 -0.505
C 3.39416 0.31995 1.13086 0.5562 0.2003 -1.4023 -0.417
C 1.99001 -0.46075 0.81414 0.5242 -2.2861 0.5088 -0.301
N 0.74572 0.39335 0.86250 -0.3725 -1.5452 0.7138 0.408
C -0.47645 -0.29089 0.88614 -3.0491 -1.9913 0.0039 0.242
N -0.58384 -1.82336 0.86378 -5.7595 4.0804 0.5268 -0.263
C -2.08430 -2.05878 0.95131 2.6063 3.8650 -0.2174 0.246
Br -2.83812 -3.93522 1.01537 1.0363 3.3962 -0.0630 0.008
N -2.85242 -0.72303 0.98847 3.2559 -4.7186 -0.1528 -0.311
N -1.87703 0.29558 0.94016 2.6984 -1.4036 0.0108 0.073
P 0.65423 2.16820 0.94908 -3.7387 2.7468 -2.0411 -0.064
O 1.91508 2.96729 0.05488 -0.5472 -2.3112 1.7574 -0.425
O 0.50709 2.74394 2.58607 0.5570 -1.8103 -1.1326 -0.455
H 3.99705 -0.76743 2.68654 1.0631 0.2295 -2.0997 0.322
H 3.84581 0.65324 0.07738 -0.8056 -0.7487 2.5272 0.254
H 3.29759 1.28762 1.78122 -0.1700 -1.8076 -1.0813 0.249
H 1.97136 -1.01848 -0.24041 0.3900 1.2611 2.3692 0.296
H 1.88182 -1.30465 1.65135 0.2301 1.7475 -1.8698 0.295
H -3.90818 -0.61732 1.03016 2.0683 0.1934 -0.1003 0.280
H -2.17160 1.30440 0.93971 0.6946 -1.4824 -0.1527 0.305
H 1.82121 2.84690 -0.93719 -0.4407 -0.0132 1.6844 0.360
H -0.38087 2.35168 2.90526 1.9868 0.8688 -0.8649 0.380
C -0.75582 -6.11169 -0.91377 -0.2037 0.1605 0.5460 -0.422
C 0.06726 -7.18331 -1.58078 0.6286 -0.1620 -0.1072 -0.579
C -0.89158 -7.71673 -2.62276 -0.2740 -0.3459 -0.2296 -0.452
O -1.74064 -6.62558 -3.00435 0.1996 0.2014 0.4064 -0.406
C -1.54583 -5.55010 -2.07557 -0.1050 0.0732 -0.4970 -0.277
H -0.15829 -5.35496 -0.39919 -0.0565 -0.0545 -0.0401 0.279
H -1.43631 -6.56659 -0.18415 0.0597 0.0341 -0.0151 0.247
H 0.93769 -6.73117 -2.07070 -0.0718 -0.0873 0.0719 0.272
H 0.42393 -7.95526 -0.89421 -0.0459 0.0827 -0.1125 0.340
H -1.52788 -8.50676 -2.21002 0.0878 -0.0597 -0.0147 0.265
H -0.37672 -8.10848 -3.50475 -0.1557 0.0898 0.0434 0.278
H -0.98694 -4.76121 -2.59067 -0.0170 0.1029 0.0776 0.242
H -2.51515 -5.14765 -1.76875 -0.0126 -0.0691 -0.1768 0.233
C 0.52718 7.08566 0.23390 0.4665 0.3402 -0.1992 -0.578
C -0.97741 7.07065 0.15208 -0.5318 0.2213 0.3398 -0.536
C -1.23843 5.81634 -0.65305 -0.1663 -0.1557 -0.4045 -0.471
O -0.17293 4.90285 -0.35744 -0.0179 0.1896 0.0205 -0.318
C 0.85262 5.61267 0.35082 0.2903 -0.0725 0.1771 -0.297
H 0.91616 7.67562 1.06764 -0.0267 -0.1024 -0.1130 0.348
H 0.94547 7.48818 -0.69634 -0.0004 -0.0315 0.1439 0.272
H -1.40234 6.96459 1.15720 -0.0040 0.0485 -0.1178 0.254
H -1.40202 7.96762 -0.30581 0.0273 -0.1465 0.0513 0.332
H -1.21362 6.02193 -1.72845 -0.1013 0.0325 0.0282 0.269
H -2.19878 5.35341 -0.40836 0.1158 -0.0645 -0.0425 0.245
H 0.82692 5.28258 1.39505 0.1238 0.0604 0.0408 0.225
H 1.83090 5.36412 -0.06977 -0.2048 0.0337 0.0739 0.259
```
Forces are in eV/Å.

For the HOMO energy, the calculation gives -11.4 eV. The value obtained for the molar mass is 416.23 g mol⁻¹. For the orbital gap, the calculation gives 7.0965 eV. The value obtained for the total energy is -108365.341 eV. As for the total charge: +1.